ORCA calculation (the ωB97M-V functional and the def2-TZVPD basis) on a molecular structure, C37H74Ge2N6PY in a non-equilibrium geometry.

XYZ file:
```
121
Properties=species:S:1:pos:R:3:mulliken_charge:R:1
Y 0.396 0.783 0.390 -1.641
Ge 2.845 -0.186 -1.035 0.558
Ge 0.899 -0.286 -3.054 0.528
P -0.376 4.194 -0.127 -1.012
N -0.412 2.611 -0.177 1.512
N 3.366 2.457 3.826 0.130
N -2.116 0.088 0.449 0.008
N -0.060 -1.833 0.709 -0.003
N -0.506 0.039 2.777 0.140
N 2.027 1.192 2.202 0.529
C -1.575 4.907 -1.387 2.479
C 0.314 -2.133 -3.368 -0.595
C 4.574 -0.193 -7.090 -0.827
C 1.361 4.815 -0.530 2.585
C 2.266 0.258 -7.570 -1.159
C 1.986 0.211 -6.212 0.504
C -1.936 6.387 -1.221 -1.970
C 0.144 -1.242 3.113 -0.684
C 3.564 0.058 -8.011 -0.521
C 1.941 3.988 -1.688 -2.046
C 3.983 1.172 -0.102 0.593
C -1.220 -2.138 -0.147 0.819
C -0.953 4.725 -2.782 -1.873
C 2.268 4.555 0.684 -2.105
C -2.452 -1.332 0.234 -1.062
C 2.674 -0.079 -3.832 1.085
C 4.713 -2.237 -0.194 -1.336
C -2.376 4.644 1.771 -1.779
C -2.864 4.064 -1.384 -1.718
C 3.558 -0.202 -2.838 -1.000
C 0.380 -2.455 -4.868 -1.383
C -1.976 0.027 2.922 -1.191
C 2.666 1.786 2.969 -0.164
C 5.235 1.492 -0.914 -1.727
C -2.647 0.642 1.709 0.800
C 3.215 -1.930 -0.177 -0.477
C -0.860 4.819 1.590 3.048
C -0.198 3.941 2.663 -2.137
C 1.468 6.304 -0.881 -1.989
C 4.697 2.951 3.450 -0.826
C -0.657 0.917 -3.130 1.984
C 4.288 -0.240 -5.738 -0.631
C 2.942 2.541 5.228 -0.917
C 2.985 -0.033 -5.277 0.124
C -0.526 6.289 1.873 -1.956
C -0.189 -2.324 2.097 -0.919
C -0.918 1.576 -4.487 -1.915
H -1.121 0.842 -5.268 0.480
H -2.719 3.659 1.459 -0.026
H -1.465 -3.206 -0.145 0.606
H 2.527 6.560 -0.972 0.534
H 4.988 1.980 -1.857 0.396
H 1.221 -1.066 3.122 0.299
H -3.194 -1.442 -0.559 0.561
H -2.535 6.583 -0.334 0.334
H 5.284 -1.487 0.354 0.279
H 2.849 -1.921 0.855 0.144
H 1.001 6.547 -1.832 0.387
H -2.950 5.390 1.228 0.314
H -2.501 0.657 -0.300 0.102
H -1.502 0.269 -2.870 0.410
H 1.492 4.225 -2.649 0.418
H -0.124 0.743 3.399 0.148
H 0.969 0.369 -5.882 0.365
H 5.587 -0.358 -7.430 0.424
H -0.710 -2.252 -3.015 0.583
H -1.795 2.220 -4.418 0.407
H -2.447 1.714 1.686 -1.255
H -2.312 -0.999 3.077 0.324
H 0.472 -3.177 2.266 0.496
H 2.665 -2.707 -0.717 0.353
H -0.080 2.194 -4.807 0.504
H 5.467 2.397 3.986 0.361
H 5.884 2.168 -0.353 0.438
H 4.233 0.727 0.861 0.655
H -1.724 4.927 -3.527 0.785
H 4.764 4.009 3.700 0.364
H 4.624 -0.249 -3.040 0.492
H -0.267 -1.802 -5.454 0.314
H 4.836 2.824 2.379 0.176
H 3.432 2.090 0.096 -0.612
H -3.538 4.319 -0.574 0.321
H 0.542 6.484 1.920 0.357
H -0.335 2.880 2.439 0.359
H -0.930 -1.876 -1.165 -1.249
H -0.966 6.967 1.144 0.274
H 0.749 -2.274 0.284 -0.034
H 5.097 -2.268 -1.214 0.313
H 0.949 -2.825 -2.809 0.419
H -2.916 -1.735 1.134 0.222
H -0.142 -1.590 4.112 0.465
H 0.048 -3.479 -5.040 0.436
H -2.635 2.998 -1.330 0.234
H 5.087 -0.451 -5.040 0.418
H 0.866 4.140 2.780 0.187
H 5.817 0.600 -1.143 0.342
H 3.308 4.681 0.371 0.741
H -0.942 6.552 2.849 0.543
H -0.595 3.710 -2.941 -0.154
H -1.064 7.036 -1.198 0.313
H -0.571 1.674 -2.347 -1.107
H -1.203 -2.694 2.249 0.404
H 1.824 2.914 -1.521 0.028
H 2.092 5.249 1.501 0.352
H 1.473 0.450 -8.279 0.432
H -0.681 4.146 3.621 0.731
H 1.856 2.523 5.284 0.298
H 1.045 6.952 -0.116 0.287
H 3.790 0.092 -9.068 0.421
H -3.731 0.503 1.783 0.605
H 1.392 -2.362 -5.260 0.379
H 3.297 3.487 5.630 0.327
H 4.923 -3.204 0.264 0.473
H -2.537 6.688 -2.082 0.519
H -2.283 0.581 3.811 0.508
H 3.361 1.720 5.810 0.342
H -3.398 4.251 -2.317 0.561
H -0.136 5.416 -2.976 0.145
H -2.614 4.766 2.830 0.682
H 3.009 4.204 -1.765 0.602
H 2.152 3.539 1.063 0.083
```

Results
charge	+2
HOMO-LUMO gap	7.374	eV
LUMO energy	-5.3	eV

ORCA calculation (the ωB97M-V functional and the def2-TZVPD basis) on 10 unconnected molecules or ions with the total composition C37H74O17 in a non-equilibrium geometry.

XYZ file:
```
128
Properties=species:S:1:pos:R:3:mulliken_charge:R:1
O 52.365 56.388 23.017 -0.348
O 57.909 61.503 16.082 -0.189
O 60.667 53.237 15.745 -0.584
O 54.440 60.219 16.222 -0.132
O 56.802 59.522 20.913 0.119
O 58.264 61.894 18.326 -0.651
O 53.396 56.041 20.962 -0.603
O 57.619 49.970 22.520 -0.299
O 56.206 51.808 22.787 -0.554
O 58.815 57.133 24.036 -0.626
O 60.109 54.195 19.969 -0.580
O 51.226 52.008 22.637 -0.575
O 57.198 55.769 24.646 -0.132
O 55.378 61.138 21.659 -0.633
O 61.787 55.397 20.856 -0.316
O 53.051 61.984 15.795 -0.617
O 57.183 56.653 17.487 -0.525
C 58.181 62.969 14.181 -1.122
C 57.630 59.647 17.590 0.437
C 58.271 52.214 21.755 0.150
C 54.852 62.513 17.184 -0.396
C 55.593 60.123 20.966 0.840
C 58.029 55.015 25.434 0.146
C 57.353 47.785 23.515 -1.334
C 59.197 55.226 15.913 -1.041
C 57.140 55.960 18.653 0.643
C 57.419 53.742 25.967 -1.325
C 60.721 54.811 13.770 -0.961
C 59.198 59.457 21.024 -0.995
C 57.950 60.185 21.314 -0.529
C 58.040 61.114 17.381 0.131
C 57.262 51.279 22.456 0.375
C 58.526 62.693 15.659 -0.253
C 51.314 52.541 21.522 0.814
C 54.160 54.993 22.957 -1.295
C 51.377 57.262 22.331 0.252
C 60.329 54.334 15.261 0.750
C 62.200 54.702 18.742 -1.225
C 52.577 52.355 20.577 -0.655
C 53.307 55.795 22.091 0.913
C 56.346 54.661 18.807 -1.679
C 50.329 53.646 21.010 -1.038
C 56.687 49.022 22.922 -0.361
C 61.028 55.872 22.016 1.123
C 57.736 56.490 19.916 0.678
C 54.508 57.910 15.693 -1.344
C 61.279 54.717 19.909 0.969
C 54.048 61.540 16.447 0.645
C 56.536 57.866 23.506 -0.614
C 50.639 57.894 23.515 -1.425
C 54.456 59.494 20.233 -0.251
C 53.729 59.280 15.507 -0.638
C 61.998 56.728 22.862 -1.729
C 57.640 56.842 24.136 0.633
H 51.815 58.135 21.894 0.083
H 60.523 54.821 22.452 -0.005
H 58.868 56.444 19.709 -0.315
H 58.646 54.504 16.458 0.237
H 57.707 60.459 22.311 0.744
H 61.573 54.502 17.883 0.223
H 54.479 59.561 19.107 -0.465
H 62.975 53.924 18.680 0.343
H 61.839 54.965 13.635 0.289
H 53.534 54.147 23.233 0.396
H 55.135 54.674 22.486 0.175
H 59.438 52.036 22.099 0.261
H 57.994 61.301 20.856 0.180
H 54.267 57.126 14.957 0.448
H 52.751 59.457 15.840 0.453
H 58.131 48.105 24.138 0.348
H 49.682 54.083 21.788 0.288
H 57.955 52.107 20.651 0.148
H 58.113 53.169 22.049 -0.262
H 57.109 62.950 13.815 0.274
H 56.997 53.947 18.822 0.589
H 53.297 51.659 21.047 0.163
H 60.476 53.915 13.195 0.276
H 59.627 62.583 15.772 0.385
H 58.832 62.286 13.509 0.278
H 57.340 57.652 19.965 -0.586
H 53.553 59.817 20.529 0.700
H 55.765 54.409 17.831 0.293
H 55.426 58.210 15.448 0.396
H 58.514 55.483 26.364 0.241
H 52.236 51.959 19.611 0.454
H 59.612 59.605 19.859 0.024
H 56.822 59.724 18.212 -0.759
H 56.634 47.190 24.020 0.381
H 54.587 57.491 16.587 0.354
H 50.881 54.503 20.540 0.080
H 55.630 62.882 16.660 -0.050
H 55.970 57.284 22.635 -0.178
H 57.629 56.042 20.841 0.518
H 56.661 53.948 26.572 0.510
H 56.980 53.056 25.113 0.132
H 59.917 59.978 21.386 0.932
H 62.569 55.673 18.417 0.385
H 58.178 63.560 16.173 0.300
H 53.107 53.369 20.213 -0.025
H 55.732 57.838 24.209 0.648
H 54.425 58.344 20.417 -0.285
H 60.235 55.913 13.344 0.241
H 49.599 53.257 20.427 0.560
H 59.601 55.870 16.461 0.612
H 55.058 62.017 18.109 0.043
H 58.516 59.136 17.926 0.444
H 54.579 55.368 23.822 0.572
H 61.447 57.008 23.551 0.644
H 55.635 54.840 19.557 0.302
H 58.991 58.501 21.469 -0.274
H 60.087 56.499 21.692 -0.606
H 49.823 57.312 24.000 0.361
H 58.609 55.828 15.118 0.154
H 56.888 58.854 23.283 0.175
H 58.770 54.618 24.647 0.022
H 57.441 59.145 16.658 0.350
H 55.980 49.525 23.593 0.351
H 62.873 56.237 23.121 0.446
H 58.423 64.110 13.900 0.319
H 49.860 58.699 23.233 0.406
H 62.205 57.620 22.151 0.261
H 57.677 47.401 22.629 0.353
H 51.262 58.467 24.176 0.361
H 58.254 53.369 26.594 0.393
H 53.739 59.531 14.586 0.503
H 55.912 48.687 22.317 0.445
H 50.417 56.893 21.762 0.147
H 54.393 63.452 17.477 0.373
```

Results
HOMO-LUMO gap	9.988	eV
LUMO energy	0.4	eV
SMILES	CCOC(C)=O.CCOC(C)=O.CCOC(C)=O.CCOC(C)=O.CCOC(C)=O.CCOC(C)=O.CCOC(C)=O.CC(C)=O.CC(C)=O.CC(C)=O

ORCA calculation (the ωB97M-V functional and the def2-TZVPD basis) on 12 unconnected molecules or ions with the total composition C37H76Cl22N3 in a non-equilibrium geometry.

XYZ file:
```
138
Properties=species:S:1:pos:R:3:mulliken_charge:R:1
Cl 1.147 -5.205 3.657 -0.128
Cl 2.449 2.837 2.913 -0.314
Cl 1.550 8.155 7.317 -0.173
Cl 7.249 -0.698 -9.723 -0.189
Cl 6.256 1.064 -4.150 -0.109
Cl -0.668 -5.096 -0.033 -0.043
Cl -3.582 -6.699 -0.995 -0.035
Cl 8.462 0.213 -6.659 -0.181
Cl 5.851 3.127 2.752 -0.185
Cl 3.379 0.143 -6.056 -0.145
Cl -10.441 3.460 -3.130 -0.183
Cl -9.555 5.773 -0.774 -0.190
Cl 1.383 2.849 7.229 -0.180
Cl -6.705 2.925 3.119 -0.183
Cl 2.676 -3.170 -5.590 -0.150
Cl -5.493 4.241 0.206 -0.243
Cl 3.307 6.505 4.893 -0.190
Cl -1.371 -8.409 0.432 -0.171
Cl 4.754 3.299 7.572 -0.192
Cl 5.045 -0.252 -1.237 -0.145
Cl -5.193 -8.116 -3.656 -0.187
Cl 4.518 -4.755 4.001 -0.175
N 0.547 0.471 2.201 0.879
N -1.393 1.994 1.307 -0.237
N -1.796 0.576 3.323 -0.256
C -6.193 5.137 1.577 -0.400
C 1.916 -0.890 0.531 -0.367
C 3.235 -3.588 4.405 0.106
C 2.358 8.874 5.901 -0.442
C -0.760 0.957 2.258 -0.269
C 2.216 3.782 8.497 -0.463
C -0.891 -0.349 -3.380 0.167
C 4.820 3.381 4.182 0.056
C 0.913 -0.963 1.865 -0.337
C 5.557 1.959 -2.779 -0.597
C 0.686 0.098 -3.379 -0.108
C -5.100 -8.755 -1.996 -0.393
C 1.350 0.314 -1.896 -0.086
C 0.215 -7.693 0.052 -0.569
C 3.620 2.449 4.198 0.198
C 3.471 4.466 7.977 0.092
C 5.879 1.308 -1.443 -0.245
C 4.443 -1.087 -5.330 -0.318
C -2.782 -3.559 -3.054 -0.605
C 0.924 -0.800 -0.772 0.609
C -8.483 4.602 -1.583 -0.280
C -1.222 -3.097 -3.392 0.190
C -5.871 4.485 2.913 -0.385
C 6.409 0.261 -8.479 0.202
C -2.892 1.641 1.364 0.320
C 1.980 -4.272 4.926 -0.575
C -8.898 4.343 -3.022 -0.492
C -3.409 -2.793 -1.723 0.320
C 2.305 7.963 4.686 -0.581
C -5.090 -7.647 -0.955 -0.682
C 4.262 -2.454 -5.971 -0.503
C 0.396 -6.326 0.692 -0.484
C -5.994 -2.330 -0.854 -1.004
C 7.362 1.152 -7.699 -0.435
C -1.147 -1.705 -4.277 -0.819
C -2.998 1.495 3.024 -0.444
C -4.960 -3.382 -1.572 -0.145
H 0.313 -7.644 -1.037 0.314
H -5.771 6.146 1.544 0.343
H -0.338 -1.791 -5.132 0.321
H 3.877 5.130 8.745 0.415
H -1.373 -0.486 -2.323 -0.387
H 5.874 -0.430 -7.821 -0.321
H -5.166 -8.079 0.048 0.322
H 1.123 1.436 -1.556 0.154
H 5.471 -0.741 -5.477 0.151
H -6.204 -1.371 -1.528 0.255
H 2.720 -0.042 0.606 0.237
H 1.424 -5.981 0.546 0.413
H 5.446 3.197 5.060 0.282
H -8.144 3.726 -3.520 0.311
H 0.776 1.138 -3.958 0.304
H 0.844 -1.840 -1.325 -0.160
H -2.789 -3.113 -0.768 -0.042
H 5.021 -3.146 -5.593 0.345
H 5.978 2.969 -2.812 0.401
H -1.491 0.538 -3.907 0.416
H 2.206 -4.952 5.754 0.401
H -3.373 -1.627 -1.833 0.074
H -0.799 -3.954 -4.107 0.317
H -5.614 -1.917 0.191 0.177
H -3.504 -3.370 -3.960 0.358
H 3.088 2.543 5.150 -0.255
H 6.954 1.136 -1.327 0.395
H -2.223 -1.581 -4.777 0.296
H 4.477 2.037 -2.939 0.218
H 2.692 8.490 3.809 0.353
H 3.026 -2.989 3.513 -0.244
H -0.020 -1.615 1.541 0.296
H -2.118 -0.401 3.117 0.365
H -3.966 1.005 3.464 0.316
H -6.202 5.132 3.731 0.385
H 4.515 4.432 4.198 -0.163
H -0.537 -3.105 -2.442 -0.370
H -5.327 -3.583 -2.674 0.293
H 1.269 -3.522 5.286 0.298
H -7.022 -2.862 -0.647 0.340
H 5.669 0.876 -9.000 0.313
H -2.669 2.558 3.386 0.232
H 5.548 1.955 -0.625 0.114
H -2.735 -4.730 -2.836 0.016
H 3.641 -2.924 5.173 0.350
H 1.280 -0.688 -4.042 -0.216
H -3.646 2.404 0.849 -0.165
H 1.351 1.144 2.354 -0.331
H -7.273 5.214 1.417 0.301
H 1.282 7.643 4.466 0.296
H -9.001 5.276 -3.586 0.335
H -0.167 -0.530 -0.414 -0.195
H 0.974 -8.385 0.429 0.378
H 2.442 3.103 9.325 0.339
H 3.262 5.065 7.085 -0.249
H 4.360 -2.405 -7.060 0.310
H -4.989 -4.429 -1.019 -0.082
H 7.972 1.771 -8.365 0.391
H 1.842 9.814 5.685 0.334
H -5.929 -6.957 -1.092 0.381
H 1.505 4.532 8.857 0.298
H 2.448 -1.950 0.492 0.226
H 1.495 -1.507 2.732 -0.075
H -7.475 5.026 -1.556 0.168
H 6.796 1.818 -7.041 0.235
H 0.198 -6.356 1.768 0.143
H -8.481 3.681 -0.992 0.336
H 2.532 0.284 -2.055 -0.344
H -0.991 2.028 0.342 0.315
H 3.920 1.403 4.079 0.399
H -2.932 0.610 0.808 0.175
H 3.389 9.111 6.184 0.305
H -4.796 4.314 3.029 0.188
H -5.977 -9.392 -1.853 0.330
H 4.245 -1.116 -4.255 0.320
H -4.207 -9.384 -1.924 0.282
```

Results
charge	+1
HOMO-LUMO gap	7.183	eV
LUMO energy	-4.2	eV